Computed, not measured: 2 unconnected molecules or ions with the total composition C8H14BO8PS, with ωB97M-V/def2-TZVPD.

Geometry as XYZ:
```
33
Properties=species:S:1:pos:R:3:forces:R:3:mulliken_charge:R:1
O 1.449 -5.266 -0.487 -2.5747 5.1403 0.5580 -0.516
S 0.959 -3.806 -0.274 1.5641 -4.2242 -0.7150 0.688
O 1.504 -2.979 -1.703 -0.6178 -0.1193 1.5500 -0.289
C 2.823 -2.442 -1.305 1.7363 -0.4362 -0.2589 -0.404
B 2.783 -0.890 -0.764 0.2800 2.0580 0.8295 0.683
O 2.367 -0.630 0.633 1.9613 -0.6442 -1.7013 -0.616
O 3.184 0.291 -1.581 -2.7635 -2.3789 1.2738 -0.539
O -0.775 -3.740 -0.254 1.2022 1.4864 -0.9539 -0.294
C -1.177 -2.329 0.004 1.6248 1.0021 0.6577 0.105
P -2.709 -1.770 -1.015 -4.3251 -2.1426 -1.3589 0.814
O -3.994 -2.669 -0.810 4.8951 3.4973 -0.4466 -0.629
O -2.209 -1.884 -2.716 1.0912 2.2927 4.3690 -0.482
O -2.970 -0.063 -0.702 0.5987 -3.0542 0.5191 -0.463
H 3.516 -2.517 -2.256 -1.4345 -0.1087 1.9411 0.184
H 3.242 -3.142 -0.445 -0.4314 1.3960 -1.8228 0.320
H 3.149 -0.696 1.258 -1.4474 0.1158 -1.0604 0.305
H 2.354 0.846 -1.681 1.6176 -0.4893 0.3541 0.312
H -0.285 -1.608 -0.324 -1.8601 -1.3377 0.7501 -0.140
H -1.304 -2.196 1.171 -0.1321 -0.1415 -2.4690 0.272
H -1.378 -1.289 -2.728 -1.6415 -1.3075 -0.4555 0.336
H -3.408 0.086 0.192 0.6970 -0.5743 -1.5622 0.332
C -1.487 3.634 0.326 0.0668 -0.0280 0.1057 -0.548
C -0.593 2.595 0.072 0.0242 0.1035 0.1973 -0.230
C 0.305 2.189 1.059 -0.1018 0.0954 0.0071 0.057
C 0.300 2.815 2.305 -0.1400 0.0617 -0.1381 -0.501
C -0.597 3.852 2.561 0.0215 -0.0796 -0.1201 -0.348
C -1.488 4.264 1.570 0.1102 -0.1695 -0.0593 -0.409
H -2.184 3.952 -0.445 0.1021 -0.0466 0.1104 0.377
H -0.594 2.102 -0.897 -0.0452 0.0808 0.1170 0.303
H 1.006 1.384 0.858 -0.0797 0.0892 0.0821 0.232
H 0.996 2.496 3.077 -0.0952 0.0493 -0.1117 0.369
H -0.602 4.339 3.533 0.0040 -0.0704 -0.1595 0.358
H -2.183 5.075 1.768 0.0930 -0.1156 -0.0289 0.359
```
Positions in Å, forces in eV/Å.

The HOMO energy comes out at -9.74 eV. The frontier orbital gap comes out at 9.3 eV. The net charge is 0.

---

Computed, not measured: a molecular structure, C8H14ClCoF6OSm, with ωB97M-V/def2-TZVPD.

Geometry as XYZ:
```
32
Properties=species:S:1:pos:R:3:forces:R:3:mulliken_charge:R:1
Co -0.302 -1.367 -2.465 -0.4804 1.3007 0.3834 0.314
Cl 0.086 -2.679 -4.289 -0.1569 0.0857 0.3172 -0.574
C 1.469 -0.534 -1.555 0.5421 -1.1327 -0.1293 -1.006
C -2.152 0.419 -3.981 -0.3155 0.4817 -0.2560 -1.005
H 1.946 -1.138 -2.326 0.6563 0.0793 -0.1750 0.267
H 1.893 0.480 -1.622 -0.2581 0.0261 -0.2083 0.291
H 1.819 -0.948 -0.583 -0.2329 0.1408 -0.6113 0.391
H -2.115 1.280 -4.662 -0.2196 -0.1142 -0.1482 0.250
H -3.201 0.128 -3.862 0.0733 -0.1104 -0.3447 0.271
H -1.624 -0.400 -4.493 -0.1696 0.2022 0.1347 0.234
Sm -0.517 0.336 -0.275 -1.0598 2.0954 -1.3265 0.601
C -1.550 -1.801 -0.418 0.0912 -1.6230 -1.0347 -1.432
C -1.617 0.784 -2.600 0.8258 -1.4695 -0.3380 -0.536
H -1.996 -1.737 0.574 -0.1234 0.3968 0.3318 0.317
H -2.348 -2.090 -1.096 -0.3239 -0.5322 -0.0450 0.436
H -0.817 -2.611 -0.306 -0.2516 -0.4301 -0.0124 0.344
H -2.462 0.958 -1.912 0.1348 0.1059 0.0263 0.186
H -0.975 1.680 -2.637 -0.0625 0.0022 0.0972 0.234
C 0.519 -0.289 3.741 -0.0796 0.0496 0.2596 -1.773
C 0.952 0.349 2.441 0.3544 -0.3950 -1.4728 1.429
O 0.762 -0.444 1.325 1.3288 0.6662 3.0700 -0.723
C 0.148 1.670 2.235 -0.8690 0.3654 -1.3954 0.392
F 0.155 2.568 3.212 -0.0350 -0.2170 -0.3362 -0.252
F 0.496 2.336 1.037 -0.1443 -0.3434 1.9339 -0.249
F -1.210 1.326 1.979 1.4544 0.6720 1.1178 -0.282
C 2.478 0.698 2.587 -0.0061 -0.1024 -0.5533 0.532
F 2.750 1.367 3.749 0.0295 -0.2264 -0.6618 -0.300
F 3.213 -0.444 2.600 -0.4462 0.9121 0.0908 -0.252
F 2.926 1.460 1.552 -0.0779 -0.4930 0.9010 -0.246
H -0.432 -0.792 3.572 -0.0366 0.0910 0.0615 0.376
H 0.431 0.484 4.526 0.1349 -0.6669 -0.0341 0.342
H 1.276 -1.052 3.951 -0.2768 0.1830 0.3577 0.425
```
Positions in Å, forces in eV/Å.

The HOMO energy (spin up / spin down) comes out at -1.79 / -4.11 eV. The frontier orbital gap (spin up / spin down) comes out at 4.4 / 6.6 eV. The net charge is -1. As for the multiplicity: 10.

---

Computed, not measured: a molecular structure, C8H14CoN2P, with ωB97M-V/def2-TZVPD.

Geometry as XYZ:
```
26
Properties=species:S:1:pos:R:3:forces:R:3:mulliken_charge:R:1
C 2.026 -0.103 0.256 0.9619 -2.2785 -1.2474 -0.319
C 2.447 -1.225 -0.530 -1.8338 1.8367 2.7019 -0.525
C 2.144 -0.903 -1.890 1.5019 1.5216 -0.8573 -0.244
C 1.952 0.497 -1.994 -1.0760 -0.0626 1.0152 -0.581
C 1.723 0.990 -0.668 0.2504 -0.8661 -1.5166 -0.396
Co -1.614 1.260 0.676 -0.1591 0.9116 -0.0679 0.011
P -1.821 1.194 2.864 0.5846 -0.0795 0.2743 -0.147
H 1.906 -0.080 1.337 0.2886 0.0598 -0.2877 0.384
H 2.792 -2.179 -0.149 -0.2189 0.1087 -0.0514 0.386
H 2.245 -1.589 -2.730 -0.0951 0.1932 0.2005 0.408
H 1.308 1.967 -0.408 0.3708 -0.3110 -0.0750 0.479
H 1.858 1.072 -2.907 -0.2272 -0.1763 0.1552 0.384
H -1.637 2.346 3.713 0.0049 -0.8222 -0.2037 0.111
H -0.779 0.281 3.301 -0.6875 0.5986 0.5015 0.064
H -2.993 0.643 3.473 0.5338 0.1250 -0.0803 0.096
C -4.158 -2.934 -1.757 0.3682 0.4751 0.2555 -0.739
N -4.054 -1.533 -1.318 -1.3504 -0.2157 -0.7378 0.240
C -5.245 -0.684 -1.494 0.1308 0.3418 -0.1049 -0.872
C -3.016 -0.991 -0.753 1.2818 0.1309 0.6727 -0.287
N -2.372 -0.088 -0.320 -0.4683 -1.0735 -0.5501 -0.183
H -5.195 -3.030 -2.093 0.3970 -0.4831 0.0221 0.222
H -3.935 -3.621 -0.933 -0.1809 0.0861 -0.1236 0.320
H -3.462 -3.150 -2.579 -0.2598 0.0882 0.1189 0.304
H -5.553 -0.242 -0.534 0.0413 -0.2256 -0.2459 0.286
H -5.033 0.144 -2.186 -0.1188 -0.2746 0.1191 0.289
H -6.034 -1.322 -1.897 -0.0403 0.3913 0.1126 0.309
```
Positions in Å, forces in eV/Å.

The HOMO energy (spin up / spin down) comes out at -3.86 / -7.71 eV. The frontier orbital gap (spin up / spin down) comes out at 4.3 / 6.2 eV. The net charge is 0. As for the multiplicity: 5.

---

Computed, not measured: C8H14IN2OP in the gas phase, with ωB97M-V/def2-TZVPD.

Geometry as XYZ:
```
27
Properties=species:S:1:pos:R:3:forces:R:3:mulliken_charge:R:1
C 1.220 0.696 -0.400 0.4901 -0.3537 2.1841 0.351
C -3.444 -1.796 -0.052 0.4509 -0.1718 -0.9323 1.029
C -3.848 -1.011 -1.376 0.0007 -2.1510 0.6182 -1.132
C 3.488 1.680 -0.909 -0.9845 2.2124 1.7848 -1.077
C 2.688 1.340 1.532 0.0090 -3.5422 0.4951 -1.542
C 0.196 0.189 0.670 0.7171 0.0162 -1.8189 -0.614
C -0.989 -0.319 -0.096 -0.4057 -1.5099 1.1101 -0.915
C 2.672 0.812 0.052 0.6457 -0.2253 1.6351 0.414
N -4.489 -2.630 0.579 -0.2307 0.3112 0.0187 -0.400
N -3.641 -3.289 0.014 0.3897 0.6812 -0.3147 -0.333
O 0.891 1.145 -1.452 -0.9192 0.0053 -0.9323 -0.601
P -2.247 -0.960 1.115 -0.1257 -0.0055 -0.3696 -0.153
I 3.512 -1.291 0.179 -0.5383 0.9301 -0.2329 0.097
H -4.947 -1.176 -1.420 0.4534 1.2555 0.1006 0.401
H -3.544 -1.465 -2.357 0.4117 0.0312 1.1279 0.267
H -3.391 -0.018 -1.329 -1.0054 0.0211 -0.0861 0.303
H 3.819 2.672 -0.380 -0.5664 -1.8281 -0.7464 0.273
H 2.732 1.982 -1.649 1.0659 -0.2174 -0.4284 0.319
H 4.370 1.191 -1.226 0.6472 -0.3375 -0.8332 0.335
H 3.708 1.505 1.865 0.1524 -0.3669 0.0690 0.448
H 2.116 0.622 2.286 1.4144 1.6028 -1.6210 0.261
H 2.247 2.272 1.546 -1.3082 2.1466 0.0133 0.518
H -0.077 1.043 1.240 -0.1333 0.8658 0.7587 0.389
H 0.607 -0.571 1.342 0.0800 0.1283 -0.2597 0.465
H -1.562 0.398 -0.607 -0.0883 1.4609 -0.7403 0.434
H -0.604 -1.000 -0.837 -0.3021 -0.7007 -0.2582 0.441
H -1.482 -2.021 1.672 -0.3204 -0.2588 -0.3417 0.022
```
Positions in Å, forces in eV/Å.

The HOMO energy comes out at -8.89 eV. The frontier orbital gap comes out at 8.6 eV. The net charge is 0. Its SMILES is CC1(PCCC(=O)C(C)(C)I)N=N1. The energy relative to the best compared isomer or geometry (same formula, charge and spin) is 0.0 kcal/mol.

---

Computed, not measured: a molecular structure, C8H14IrN2O7, with ωB97M-V/def2-TZVPD.

Geometry as XYZ:
```
32
Properties=species:S:1:pos:R:3:forces:R:3:mulliken_charge:R:1
Ir 0.039 -0.635 1.092 0.0145 -0.3331 0.3668 1.357
O -0.020 1.426 1.695 -0.2026 0.1121 -0.1958 -0.581
C -0.117 2.589 0.827 0.2705 0.0343 -0.0355 -0.471
C -1.504 2.842 0.284 0.0004 0.0404 0.0141 -0.605
N -1.930 2.091 -0.923 -0.0378 -0.1495 0.1573 0.295
C -3.116 1.641 -1.005 -0.0917 0.0388 -0.0278 -0.240
C -2.911 -1.235 0.604 0.0129 -0.1345 -0.3142 0.884
O -3.671 -1.646 -0.146 0.0293 0.0507 0.2162 -0.259
O -2.131 -0.776 1.355 -0.0839 0.3189 0.1097 -0.633
C -1.017 1.967 -2.074 -0.0577 0.3680 -0.0747 -0.827
C -0.088 0.758 -2.004 0.7616 -1.0051 -0.0123 0.395
O 0.290 0.315 -3.063 -0.2108 0.1104 0.0955 -0.591
O 0.287 0.392 -0.827 -0.2760 0.2705 -0.0982 -0.651
H 0.713 1.603 2.298 -0.0814 -0.1130 0.1294 0.376
H 0.631 2.515 0.042 -0.0269 0.0007 -0.0193 0.339
H 0.110 3.449 1.458 0.0058 0.0004 0.0022 0.504
H -1.522 3.893 -0.016 -0.0343 0.0010 -0.0024 0.351
H -2.262 2.696 1.053 0.0222 -0.0048 0.0179 0.365
H -3.448 1.172 -1.924 0.0154 -0.0084 0.0027 0.296
H -3.799 1.755 -0.171 0.0250 -0.0171 0.0156 0.375
H -0.387 2.857 -2.106 -0.1270 0.0895 -0.0691 0.337
H -1.608 1.898 -2.982 0.0031 0.1207 -0.0004 0.421
N 3.866 -3.247 0.489 0.0136 0.0015 -0.0068 -0.289
C 2.459 -3.728 0.677 -0.0133 -0.0042 -0.0156 -0.615
C 1.563 -2.529 0.851 0.0162 0.0715 -0.1944 0.906
O 2.065 -1.380 0.975 -0.0327 0.1804 0.1008 -0.669
O 0.308 -2.649 0.853 0.0945 -0.0434 -0.1504 -0.572
H 4.515 -4.029 0.369 -0.0004 -0.0007 0.0050 0.360
H 4.171 -2.688 1.291 -0.0056 0.0056 -0.0018 0.350
H 3.938 -2.637 -0.332 -0.0035 -0.0106 -0.0046 0.363
H 2.417 -4.368 1.558 0.0089 -0.0024 -0.0038 0.350
H 2.161 -4.309 -0.195 -0.0082 0.0116 -0.0062 0.378
```
Positions in Å, forces in eV/Å.

The HOMO energy (spin up / spin down) comes out at -14.66 / -15.00 eV. The frontier orbital gap (spin up / spin down) comes out at 7.8 / 8.1 eV. The net charge is +2. As for the multiplicity: 2.

---

Computed, not measured: a gas-phase ion, C8H14N (charge +1), with ωB97M-V/def2-TZVPD.

Geometry as XYZ:
```
23
Properties=species:S:1:pos:R:3:forces:R:3:mulliken_charge:R:1
C 1.531 1.173 0.518 -0.5486 0.4434 -0.1531 0.388
C 0.588 2.034 0.468 0.7627 -0.5696 0.0358 -0.561
C 0.147 0.820 -0.301 -2.3690 1.3551 -0.4536 0.199
C -3.489 -0.126 0.172 0.0404 0.0950 -0.1107 -1.303
C 1.915 -1.154 0.962 -0.2254 -1.0326 0.7376 -0.905
C 2.954 -0.070 -0.957 0.7639 0.0811 -1.0255 -0.904
C -0.968 0.008 0.208 -0.2165 -0.3719 0.1863 -0.609
C -2.282 0.674 -0.294 0.1561 -0.0392 0.0855 -0.553
N 1.969 0.005 0.100 1.3293 -0.0738 0.6697 0.160
H 0.217 0.885 -1.386 0.4868 -0.1082 -0.0250 0.310
H -4.395 0.359 -0.181 -0.0911 -0.0260 0.0143 0.385
H -3.531 -0.176 1.257 -0.0217 -0.0237 0.1190 0.349
H -3.467 -1.137 -0.225 -0.0294 -0.1154 -0.0155 0.351
H 1.437 -1.974 0.420 0.0320 0.0535 -0.0125 0.348
H 2.919 -1.480 1.243 -0.0372 0.1873 -0.0703 0.350
H 1.347 -0.941 1.866 0.0271 0.0543 -0.1267 0.355
H 2.862 0.784 -1.628 -0.0910 -0.0576 0.0804 0.373
H 3.966 -0.071 -0.544 -0.1388 -0.0063 0.1008 0.357
H 2.814 -0.995 -1.517 -0.0752 0.0339 0.0705 0.358
H -0.943 -1.009 -0.193 0.0846 -0.0024 0.0094 0.379
H -0.990 -0.023 1.298 0.1116 0.0011 -0.0072 0.408
H -2.331 1.690 0.098 0.0407 0.0344 -0.0802 0.389
H -2.269 0.723 -1.384 0.0086 0.0877 -0.0291 0.376
```
Positions in Å, forces in eV/Å.

The HOMO energy comes out at -14.83 eV. The frontier orbital gap comes out at 9.7 eV. The net charge is +1. The energy relative to the best compared isomer or geometry (same formula, charge and spin) is 99.6 kcal/mol.

---

Computed, not measured: a gas-phase ion, C8H14N (charge +1), with ωB97M-V/def2-TZVPD.

Geometry as XYZ:
```
23
Properties=species:S:1:pos:R:3:forces:R:3:mulliken_charge:R:1
C 1.745 -0.797 -0.706 -3.3625 -0.8543 1.7751 -1.053
C 0.583 -1.500 -0.599 1.9020 -3.6849 -0.6299 -0.709
C 0.971 1.515 -0.060 -1.5460 -1.8972 -2.7000 -0.867
C -0.531 1.744 0.093 -0.0211 1.5615 -0.8903 -0.593
C 1.329 0.103 0.445 0.7890 0.9275 -0.0148 0.257
C -1.224 0.473 -0.135 2.4964 -2.5886 -1.0592 -0.834
C 0.165 -0.897 0.655 -2.3884 4.4415 -1.5664 0.781
C -0.367 -1.390 1.929 -1.2631 2.1477 2.5562 -1.407
N -1.245 0.015 -1.600 -0.3092 -0.5364 -0.6770 -0.320
H 2.540 -0.977 -1.327 2.0129 0.1851 -1.4027 0.517
H 0.311 -2.481 -1.109 0.1976 1.2817 0.6567 0.616
H 1.222 1.357 -1.162 -0.1224 1.4533 1.0630 0.269
H 1.459 2.307 0.413 1.3200 1.0432 0.3317 0.454
H -0.709 2.059 1.107 -0.2411 -0.0150 0.5792 0.392
H -0.913 2.638 -0.530 0.5342 -1.3528 0.6634 0.326
H 2.068 0.335 1.167 0.7346 -0.8620 1.3302 0.565
H -2.171 0.321 0.232 -2.0532 -0.2282 1.0458 0.557
H 0.394 -1.622 2.682 0.1627 0.0281 -0.3395 0.337
H -0.998 -2.236 1.867 -0.6236 -1.0036 -0.4253 0.395
H -1.064 -0.562 2.486 1.7885 -1.7422 -1.4464 0.268
H -0.427 -0.759 -1.638 -1.5477 1.3739 -0.3693 0.295
H -0.946 0.759 -2.275 -0.5347 -0.6628 0.6954 0.391
H -2.190 -0.406 -1.934 2.0748 0.9844 0.8240 0.362
```
Positions in Å, forces in eV/Å.

The HOMO energy comes out at -12.84 eV. The frontier orbital gap comes out at 9.2 eV. The net charge is +1. The energy relative to the best compared isomer or geometry (same formula, charge and spin) is 63.4 kcal/mol.

---

Computed, not measured: a gas-phase ion, C8H14N (charge +1), with ωB97M-V/def2-TZVPD.

Geometry as XYZ:
```
23
Properties=species:S:1:pos:R:3:forces:R:3:mulliken_charge:R:1
C 1.612 -0.946 1.425 -0.8480 0.8289 -0.4315 -0.283
C -1.474 0.657 0.108 -1.4187 0.9650 0.8880 -0.605
C -0.927 -0.027 -1.060 0.5893 -1.6584 -1.7162 0.643
C -0.441 0.490 1.127 -0.5809 0.8043 2.7143 0.561
C 0.208 -0.817 -0.511 1.5103 0.1565 -0.7336 0.211
C -0.619 0.916 -2.215 0.6771 1.9848 -0.0725 -1.540
C -0.419 1.106 2.469 4.4015 0.7257 -0.4920 -1.599
C 1.153 -1.725 -1.198 -1.3019 0.0454 -2.8397 -1.401
N 0.537 -0.429 0.780 1.0120 -1.1718 -0.3990 0.170
H 2.475 -1.362 0.896 -0.9670 0.0306 0.0660 0.146
H 1.668 -0.900 2.486 -0.0687 0.4967 0.5360 0.225
H -1.605 1.732 -0.093 -0.0373 -0.2058 0.2243 0.367
H -2.513 0.279 0.337 1.0254 0.2710 0.3584 0.318
H -1.579 -0.794 -1.463 -0.5999 -0.1656 -0.0809 0.404
H 0.334 1.504 -1.990 -1.0845 -0.8561 -0.6349 0.349
H -1.412 1.698 -2.338 0.4417 -0.7128 0.4639 0.403
H -0.629 0.440 -3.187 0.6384 -0.2915 -0.0594 0.410
H -1.208 1.615 2.885 -2.5168 0.4359 0.4495 0.460
H 0.399 1.947 2.639 -1.0010 -1.1974 -1.2363 0.324
H 0.070 0.435 3.149 -0.4600 -0.7724 0.7292 0.299
H 1.169 -1.473 -2.344 -0.5588 -1.0178 2.0113 0.308
H 1.052 -2.811 -0.957 -0.4438 0.6918 -0.4110 0.369
H 2.148 -1.533 -0.946 1.5917 0.6131 0.6662 0.461
```
Positions in Å, forces in eV/Å.

The HOMO energy (spin up / spin down) comes out at -11.94 / -12.10 eV. The frontier orbital gap (spin up / spin down) comes out at 6.5 / 6.6 eV. The net charge is +1. The energy relative to the best compared isomer or geometry (same formula, charge and spin) is 54.0 kcal/mol.

---

no.,E (Eh)
1,-1679.55332
2,-3488.57406
3,-2146.58264
4,-1136.89980
5,-1053.12648
6,-367.52122
7,-367.57881
8,-367.59388